1.
Formula: C28H51ClF5N3O2P
Source: OMol25
Level of theory: wB97M-V/def2-TZVPD

```
! wB97M-V def2-TZVPD RIJCOSX def2/J DEFGRID3
* xyz 1 1
C 1.37836 -3.32947 1.81167
C 0.95163 -2.67847 0.48553
C -0.59390 -2.85972 0.08271
Cl -1.42634 -3.74567 1.41151
C -1.16460 -1.48669 -0.22559
N -0.87012 -1.00707 -1.38295
C -0.02766 -1.54672 -2.45553
C 1.50905 -1.21862 -2.34668
C 2.04105 -0.54876 -3.65392
C 3.50481 -0.97259 -3.92624
C 4.46273 -0.16654 -3.00935
O 4.88600 1.03359 -3.65063
C 4.80728 2.13681 -2.77698
C -1.52344 0.27467 -1.67335
C -0.87015 1.33685 -2.59943
C -1.30707 1.36908 -4.08677
P -3.14338 -0.25791 -2.54880
N -2.92022 -1.34259 -3.66552
C -2.06326 0.71957 -0.25652
C -1.61791 2.07566 0.37814
C -0.13562 2.54285 0.30105
C 0.98238 1.48751 0.06324
C 2.13494 1.71044 1.10709
C 3.44188 1.02158 0.62560
N 4.30309 0.61903 1.75165
C -2.06284 -0.53740 0.69135
C -1.18612 -0.45067 1.98458
C -1.97159 -0.22765 3.31227
C -1.01113 -0.47800 4.52116
C -0.26610 0.75949 4.98494
F 0.44298 0.40676 6.08810
F 0.63406 1.21780 4.07582
C -1.18620 1.95828 5.40599
F -0.62802 2.59022 6.43152
F -1.29188 2.83430 4.41026
F -2.37791 1.55328 5.82276
C -3.35533 -1.38300 0.85132
C -4.65464 -0.47240 0.90548
C -4.96177 0.15756 2.29724
O -5.72495 -0.98225 1.65060
H 1.29072 -4.42188 1.82035
H 0.92453 -2.87085 2.70006
H 2.46147 -3.12935 1.91659
H 1.52841 -3.13055 -0.33270
H 1.20555 -1.60894 0.50897
H -0.62508 -3.54752 -0.76770
H -0.33623 -1.18905 -3.44214
H -0.09727 -2.64002 -2.54444
H 2.05507 -2.17438 -2.28790
H 1.78366 -0.66364 -1.44246
H 1.44269 -0.89867 -4.51308
H 1.99850 0.55084 -3.60780
H 3.82659 -0.77161 -4.95802
H 3.63196 -2.04811 -3.72227
H 5.33849 -0.76586 -2.70556
H 3.91068 0.11905 -2.09387
H 5.44856 2.03401 -1.87999
H 3.77774 2.33230 -2.41297
H 5.14548 3.03540 -3.31068
H -1.06629 2.34028 -2.19256
H 0.21845 1.19936 -2.55490
H -0.58595 2.02698 -4.60305
H -2.27862 1.85333 -4.24926
H -1.24424 0.40541 -4.60746
H -3.78878 0.91089 -3.04174
H -4.05580 -0.79327 -1.60280
H -3.43008 -2.20174 -3.48256
H -3.09351 0.99418 -0.55775
H -2.25452 2.87060 -0.04149
H -1.90578 2.03054 1.44283
H 0.10433 3.07077 1.23859
H -0.04823 3.31795 -0.47758
H 0.68281 0.44114 0.17944
H 1.45095 1.69300 -0.91430
H 1.82640 1.12708 1.99302
H 2.28680 2.77170 1.33210
H 3.97156 1.69087 -0.07035
H 3.15131 0.10280 0.07304
H 3.76606 0.60806 2.61446
H 4.64687 -0.32699 1.62298
H -0.45472 0.37158 1.94717
H -0.57875 -1.35214 2.15283
H -2.82226 -0.89703 3.44227
H -2.28247 0.82931 3.30588
H -1.65448 -0.78987 5.35897
H -0.34897 -1.33252 4.32085
H -3.56496 -2.04683 -0.00624
H -3.41340 -2.01080 1.74255
H -4.88825 0.14188 0.02897
H -4.84580 -0.43114 3.20258
H -5.48353 1.11109 2.21207
*
```

Results
HOMO	-11.67	eV
LUMO energy	-3.484	eV
E_tot	-2712.7027	Eh

=====

2.
Formula: C28H51F6GaN7O5S2Sb
Source: OMol25
Level of theory: wB97M-V/def2-TZVPD

```
! wB97M-V def2-TZVPD RIJCOSX def2/J DEFGRID3
* xyz 2 1
Ga -0.44956 1.15162 -0.10006
N -4.21374 0.92523 2.56646
C -2.82754 1.42076 2.19545
C -2.82246 2.94062 2.15107
C -1.41847 3.46640 1.83489
N -1.01854 3.14259 0.43769
C -0.42066 2.93028 2.85686
C -0.40322 1.39408 2.90936
N 0.17689 0.80215 1.70283
C -1.81623 0.86434 3.18039
H -4.90252 1.29381 1.90387
H -4.48063 1.20374 3.51374
H -4.25004 -0.09598 2.51193
H -2.67946 1.01985 1.19416
H -3.09045 3.33616 3.13589
H -3.55005 3.32226 1.42923
H -1.45746 4.55403 1.91611
H -0.23548 3.75327 0.20506
H -1.75870 3.41482 -0.22232
H -0.68465 3.35092 3.83201
H 0.58399 3.29455 2.62506
H 0.18816 1.08735 3.78040
H 1.58425 -1.15132 1.76778
H 1.13166 1.15795 1.66219
H -2.09562 1.17238 4.19507
H -1.80902 -0.22947 3.15124
N 0.47124 -0.33632 -2.47522
C 0.22393 0.97411 -2.90459
N -0.04189 1.12062 -4.17393
C 0.18059 0.04367 -5.15763
C -1.10793 -0.23283 -5.90930
O -1.57784 0.94177 -6.53316
C -1.85656 1.93883 -5.57918
C -0.61566 2.33342 -4.78487
H 0.54978 -0.84122 -4.65090
H 0.93521 0.41443 -5.85395
H -1.86492 -0.63014 -5.21875
H -0.92851 -0.96724 -6.69112
H -2.63294 1.59106 -4.88660
H -2.23098 2.80957 -6.11322
H -0.89365 3.04989 -4.01468
H 0.13690 2.78153 -5.43279
F -5.63310 1.97869 -2.04128
C -4.73855 1.35877 -1.29828
F -4.96988 0.04890 -1.30517
F -4.89360 1.79466 -0.01280
S -3.00803 1.76281 -1.90945
O -2.94594 3.20033 -1.62784
O -2.28061 0.95090 -0.80535
N 0.21494 2.00309 -1.99705
S 1.02754 3.36633 -2.34676
O 1.92719 3.14774 -3.43511
O 0.18661 4.51200 -2.27566
C 2.14806 3.55958 -0.84664
F 2.36026 2.38939 -0.20623
F 1.60465 4.38791 0.05003
F 3.30704 4.04007 -1.22962
C -2.56274 -2.41511 -1.75782
N -2.21928 -2.88815 -0.42231
C -3.40437 -3.08007 0.38403
C -1.29143 -2.00487 0.25549
C -0.00552 -1.81725 -0.52067
C 0.75832 -2.88956 -0.78320
C 2.04795 -2.78571 -1.44097
C 2.54638 -1.59482 -1.79822
C 1.73403 -0.38729 -1.64685
C 0.38228 -0.45677 -0.98574
H -3.20421 -3.14845 -2.24439
H -1.65873 -2.29823 -2.35669
H -3.09188 -1.45161 -1.73008
H -4.08762 -3.76844 -0.11007
H -3.95341 -2.12843 0.54618
H -3.13783 -3.49699 1.35688
H -1.07524 -2.44598 1.23479
H -1.75905 -1.02452 0.45840
H 0.41359 -3.86917 -0.46687
H 2.62695 -3.68793 -1.60172
H 3.54112 -1.49872 -2.21711
H 2.26398 0.55208 -1.63513
C 1.77109 -4.53863 2.72697
C 2.98519 -3.93515 2.02430
Sb 3.03927 -1.83112 2.25105
C 4.65405 -0.97272 1.17939
C 6.01965 -1.45804 1.66290
C 3.22047 -1.44741 4.33215
C 4.30013 -2.29034 5.00885
H 1.79067 -5.62394 2.63365
H 0.83786 -4.18431 2.28595
H 1.75690 -4.30504 3.79291
H 2.98490 -4.14085 0.95529
H 3.92437 -4.31175 2.43139
H 4.55000 0.10969 1.27339
H 4.47204 -1.22826 0.13688
H 6.23404 -1.12278 2.67701
H 6.79849 -1.05539 1.01575
H 6.10472 -2.54501 1.63556
H 2.23589 -1.65276 4.75506
H 3.40048 -0.37778 4.44628
H 4.10870 -3.35839 4.89669
H 4.31999 -2.07551 6.07686
H 5.29400 -2.08324 4.61455
*
```

Results
relative energy (zero: lowest compared OMol25 entry of this formula, charge and spin)	48.1	kcal/mol
HOMO	-13.05	eV
LUMO energy	-4.630	eV
E_tot	-5417.0388	Eh

=====

3.
Formula: C28H51FN3O10P2S2
Source: OMol25
Level of theory: wB97M-V/def2-TZVPD

```
! wB97M-V def2-TZVPD RIJCOSX def2/J DEFGRID3
* xyz 1 1
C 4.77069 -1.13968 -0.61204
C 3.91140 -2.54508 -0.37924
O 4.32573 -3.31974 0.65479
O 2.75802 -2.88720 -1.25566
C 1.52598 -3.00264 -0.43121
C 1.18665 -1.59438 0.40429
C -0.45308 -1.53158 0.74963
C -1.07296 -0.01334 0.65763
P 0.22985 1.01994 1.68405
N 0.76740 0.25698 3.00360
C -0.90207 0.65340 -0.87455
P -0.72294 -0.61814 -2.27009
S -1.14793 -0.09012 -4.06691
C -2.02853 1.82972 -1.06022
C -1.83941 2.79598 -2.38389
C -2.22743 4.37522 -2.01424
C -1.02292 5.15949 -1.19689
C -0.04523 6.04110 -2.19334
S -0.52438 7.84727 -2.32847
O 0.75416 8.71673 -2.01262
O -1.00545 8.22927 -3.78231
O -1.73194 8.33637 -1.20787
C -3.57899 1.36100 -0.77368
N -3.68874 0.14373 0.17179
C -3.77805 -1.04307 -0.75228
C -5.25156 -1.81270 -0.75356
F -5.13768 -3.25814 -0.32754
C -2.63040 0.12489 1.25356
O -2.58154 1.41783 2.01442
C -3.83611 1.87761 2.54355
C -3.56880 3.41008 3.16179
C -2.54599 3.42334 4.44286
O -2.94966 4.17883 2.04688
C -2.94102 -0.98270 2.47793
C -2.20601 -0.62533 3.91810
C -2.43232 -1.71290 5.14260
C -3.38388 -2.97724 4.63630
C -4.06479 -3.14794 3.17659
N -3.81456 -2.13116 2.13827
H 5.65640 -1.01859 0.14915
H 5.16433 -1.11777 -1.72374
H 4.03266 -0.20992 -0.50195
H 0.63051 -3.36886 -1.09015
H 1.71747 -3.83889 0.38981
H 1.83019 -1.57812 1.39651
H 1.53632 -0.71951 -0.28971
H -0.94133 -2.32314 0.04861
H -0.48071 -2.00025 1.84720
H -0.19958 2.36541 1.95650
H 1.41661 1.16005 0.82535
H 0.58448 0.92272 3.79601
H 0.13195 1.25614 -0.92246
H 0.69222 -1.01999 -2.27735
H -1.44270 -1.87593 -2.02140
H -1.78839 2.58619 -0.16160
H -2.48870 2.39907 -3.27268
H -0.68279 2.80956 -2.61822
H -2.33093 4.94588 -3.05171
H -3.26527 4.47303 -1.46465
H -1.52484 5.86741 -0.37720
H -0.34041 4.33508 -0.70343
H 1.05434 6.01494 -1.73228
H 0.03697 5.58255 -3.26692
H -1.45266 8.07254 -0.26603
H -4.09822 2.29607 -0.24109
H -4.22490 1.21183 -1.76346
H -4.67869 0.22366 0.55837
H -3.54435 -0.83985 -1.87759
H -3.01427 -1.84392 -0.37340
H -6.08815 -1.25372 -0.16411
H -5.63528 -1.87422 -1.88276
H -4.73658 1.99777 1.81279
H -4.25418 1.26266 3.47788
H -4.61458 3.90940 3.35762
H -2.76443 2.61948 5.26488
H -1.40186 3.41875 4.10786
H -2.69508 4.48214 4.97372
H -3.71305 4.43357 1.42672
H -1.56670 0.32546 4.14707
H -1.97951 -1.61020 6.22189
H -3.57802 -3.83362 5.43182
H -4.75151 -4.07797 2.93527
C 7.07898 -6.60342 -0.37961
C 6.58181 -5.23058 -0.79712
O 7.53675 -4.58172 -1.64600
C 7.53919 -4.98417 -2.94085
O 6.80391 -5.82476 -3.43418
O 8.51761 -4.30528 -3.59126
C 8.68405 -4.69636 -4.95207
H 8.07698 -6.53328 0.06498
H 6.39798 -7.05817 0.34521
H 7.16182 -7.27339 -1.24123
H 6.46673 -4.60053 0.09143
H 5.59994 -5.28558 -1.28203
H 7.73643 -4.65271 -5.49877
H 9.11204 -5.70265 -4.99972
H 9.38349 -4.00000 -5.42192
*
```

Results
HOMO	-11.50	eV
LUMO energy	-3.309	eV
E_tot	-3592.1334	Eh

=====

4.
Formula: C28H51InN6O3PS
Source: OMol25
Level of theory: wB97M-V/def2-TZVPD

```
! wB97M-V def2-TZVPD RIJCOSX def2/J DEFGRID3
* xyz -1 1
C -0.12900 -9.22157 -1.80067
C 0.03383 -7.58549 -1.73522
O -0.41005 -6.76499 -2.70747
O 0.66173 -6.94725 -0.55519
C -0.37043 -6.56965 0.44935
O -1.65615 -6.89298 0.14097
C 0.01995 -5.85849 1.87319
In 0.21934 -3.60663 1.81590
P 0.30053 -2.58085 -0.49780
S 1.79438 -1.27467 -0.49750
H 0.57806 -9.71197 -0.97693
H -1.24231 -9.48325 -1.49905
H 0.15545 -9.55169 -2.88713
H -0.82216 -6.16212 2.66054
H 1.04500 -6.29330 2.23305
H 1.66448 -3.10295 2.81864
H -1.21708 -2.90909 2.68728
H 0.53417 -3.50152 -1.58166
H -0.88790 -1.77087 -0.79466
C -1.99374 2.43968 3.94055
C -0.53800 2.09707 4.22806
C -0.04370 0.87181 3.45956
C -0.73032 -0.35950 3.86906
N -1.27824 -1.33207 4.18968
H -2.66514 1.63884 4.26366
H -2.27835 3.34965 4.47737
H -2.15199 2.61254 2.87135
H -0.40930 1.94418 5.30695
H 0.08341 2.95750 3.95145
H 1.03210 0.75412 3.63680
H -0.17160 1.02962 2.38198
C 5.12434 -5.47420 3.74025
C 5.66645 -4.26479 4.49037
C 4.68288 -3.09594 4.54102
C 4.41555 -2.53219 3.21212
N 4.20031 -2.09071 2.15965
H 4.93800 -5.24227 2.68763
H 5.84771 -6.29429 3.77750
H 4.18902 -5.82576 4.18713
H 6.60923 -3.94609 4.02829
H 5.90147 -4.56884 5.51766
H 5.10049 -2.31054 5.18238
H 3.74323 -3.41779 5.00570
C 2.68444 1.75539 -2.08428
C 2.98324 3.05011 -2.82836
C 2.17606 4.24159 -2.31357
C 0.73539 4.08412 -2.54796
N -0.40470 3.95587 -2.72869
H 1.64410 1.44602 -2.22039
H 3.32309 0.95038 -2.46016
H 2.87403 1.86677 -1.01200
H 2.79772 2.90201 -3.89961
H 4.05065 3.27687 -2.71782
H 2.52158 5.14896 -2.82339
H 2.36620 4.38780 -1.24356
C 5.25387 2.75845 -6.45590
C 6.22410 1.62764 -6.77079
C 5.55873 0.25186 -6.79692
C 5.04728 -0.14697 -5.47987
N 4.63790 -0.45896 -4.43873
H 4.82825 2.65373 -5.45369
H 5.77255 3.72093 -6.49847
H 4.43248 2.78299 -7.17897
H 7.04139 1.63872 -6.03876
H 6.67322 1.81761 -7.75324
H 6.29400 -0.48972 -7.13166
H 4.74447 0.24417 -7.53135
C -5.90449 3.38993 -1.65811
C -4.59616 3.18671 -2.41059
C -3.62606 2.24979 -1.69138
C -3.15746 2.80287 -0.41475
N -2.79189 3.23882 0.59779
H -5.73957 3.87465 -0.69148
H -6.57704 4.02747 -2.23984
H -6.40883 2.43427 -1.48353
H -4.12316 4.16176 -2.58232
H -4.82374 2.76441 -3.39694
H -2.76019 2.07200 -2.34042
H -4.10151 1.27594 -1.52402
C -6.16551 3.72595 2.89936
C -7.26007 4.68295 3.35248
C -8.58829 4.46662 2.62776
C -8.49832 4.76787 1.19374
N -8.42453 5.00091 0.05833
H -5.91595 3.87326 1.84459
H -5.25540 3.89297 3.48332
H -6.47256 2.68468 3.03932
H -6.91703 5.71585 3.21324
H -7.42177 4.54280 4.42821
H -9.34726 5.11624 3.08005
H -8.92888 3.43424 2.77149
*
```

Results
HOMO	-3.82	eV
LUMO energy	2.162	eV
E_tot	-2581.2600	Eh

=====

5.
Formula: C28H52Cl26NO
Source: OMol25
Level of theory: wB97M-V/def2-TZVPD

```
! wB97M-V def2-TZVPD RIJCOSX def2/J DEFGRID3
* xyz 1 1
C 4.18120 -4.09757 1.31686
C 2.95904 -3.17940 0.71101
C 2.52471 -1.91438 1.68341
C 1.53048 -0.87513 0.83088
C 0.67646 0.04677 1.91158
C -0.32717 1.13761 1.21060
N -1.59972 0.55637 0.62960
C -2.27016 1.39390 -0.47929
C -3.64414 0.95415 -1.25869
C -4.36304 -0.44812 -0.80648
C -3.66550 -1.30419 0.40604
O -4.20348 -2.56287 0.95816
C -5.56515 -2.39834 1.49039
C -6.38005 -3.79934 1.08343
C -5.35743 -5.07384 0.87914
C -4.57702 -5.49631 2.27252
C -2.26328 -0.73977 1.06969
H 4.26846 -5.04564 0.59953
H 5.23592 -3.57240 1.30441
H 3.89883 -4.50366 2.39075
H 1.99290 -3.85942 0.54697
H 3.30430 -2.82982 -0.36327
H 3.48988 -1.35901 2.08936
H 1.89137 -2.32872 2.58633
H 0.85270 -1.42865 0.05127
H 2.27212 -0.11870 0.28727
H 0.13173 -0.64626 2.70623
H 1.48991 0.64802 2.53013
H -0.52231 1.98765 2.00384
H 0.26787 1.63859 0.32028
H -1.77770 2.42389 -0.81136
H -4.07921 1.65386 -2.08965
H -5.36082 -0.87229 -1.29747
H -6.14063 -1.45562 1.09318
H -5.60053 -2.31749 2.67984
H -7.06010 -3.63469 0.12266
H -7.06789 -4.06053 2.02154
H -6.04377 -6.00559 0.60147
H -4.61551 -4.94192 -0.04414
H -3.67854 -6.25661 2.07328
H -5.35496 -6.02478 2.97904
H -4.15490 -4.50007 2.77666
H -1.75917 -1.38708 1.91389
C 0.91786 1.50786 -2.73023
Cl -0.55116 0.73754 -2.11904
Cl 1.23225 3.03253 -1.89264
H 1.76420 0.83480 -2.57345
H 0.79740 1.70677 -3.79790
C 4.68223 -3.24061 4.90531
Cl 3.68140 -1.80142 4.67725
Cl 6.35464 -2.93571 4.42046
H 4.66373 -3.52331 5.96060
H 4.27855 -4.05447 4.29812
C 0.93444 6.60750 -1.39583
Cl -0.69024 6.98740 -1.97982
Cl 1.18094 7.22177 0.24336
H 1.06695 5.52292 -1.39292
H 1.66846 7.06716 -2.06211
C 6.63444 -4.19767 -2.03204
Cl 5.00976 -3.81777 -2.61603
Cl 6.88094 -3.58340 -0.39285
H 6.76695 -5.28225 -2.02912
H 7.36846 -3.73802 -2.69832
C 4.29609 9.43317 0.91004
Cl 5.79762 8.90637 1.68000
Cl 4.62626 10.41056 -0.52548
H 3.71911 8.55306 0.61612
H 3.72146 10.03012 1.62240
C -6.20201 -5.95274 -2.80965
Cl -4.97877 -4.68105 -2.70270
Cl -5.61926 -7.45809 -2.08900
H -7.09997 -5.62830 -2.27834
H -6.43944 -6.13038 -3.86135
C -5.61737 2.40247 1.99615
Cl -4.82202 1.64537 0.61081
Cl -4.83200 3.92687 2.42560
H -6.66186 2.59945 1.74290
H -5.56660 1.72310 2.85049
C 4.15746 -8.21967 0.87447
Cl 3.64560 -7.42497 -0.61932
Cl 3.89570 -7.17214 2.27418
H 3.58019 -9.13820 1.00470
H 5.22120 -8.45929 0.80345
C 0.41622 2.94399 -6.99762
Cl 1.47568 3.96089 -6.01355
Cl 0.48515 1.25762 -6.47183
H -0.61099 3.30429 -6.90325
H 0.73408 3.00448 -8.04132
C 0.80294 8.00366 -6.23057
Cl -0.03925 6.50890 -6.65645
Cl 1.60607 7.85666 -4.66265
H 1.55272 8.21994 -6.99539
H 0.07766 8.81961 -6.18365
C -3.53192 5.06738 -8.04906
Cl -2.49631 4.55996 -9.38883
Cl -2.79061 4.68258 -6.49105
H -3.69023 6.14674 -8.11074
H -4.49080 4.54887 -8.12452
C 4.45746 1.70817 4.64454
Cl 3.94560 2.50287 3.15076
Cl 4.19570 2.75570 6.04425
H 3.88019 0.78964 4.77478
H 5.52120 1.46855 4.57352
C 0.98263 0.75693 8.03766
Cl 1.77798 -0.00017 6.65232
Cl 1.76800 2.28134 8.46710
H -0.06186 0.95391 7.78440
H 1.03340 0.07757 8.89199
*
```

Results
HOMO	-11.60	eV
LUMO energy	-4.076	eV
E_tot	-13192.3000	Eh